1.
# C8H16BF4MnO4

C8H16BF4MnO4 as an isolated structure (the ωB97M-V functional and the def2-TZVPD basis, OMol25).

Geometry (Å):
Mn (-0.1705, -0.5768, -1.1314)
C (-1.4676, -1.2817, 1.4579)
C (-2.5861, -0.3531, 1.0701)
O (-2.1753, 0.3254, -0.2148)
C (-1.9104, 1.7068, -0.0092)
C (-1.2676, 2.1998, -1.3164)
O (-0.0186, 1.5437, -1.5013)
C (1.1057, 2.2260, -0.8867)
C (1.5928, 1.4366, 0.3211)
O (1.7522, 0.1402, -0.1746)
C (2.1165, -0.8115, 0.8474)
C (0.9138, -1.2575, 1.7378)
O (-0.2273, -0.6842, 1.1387)
H (-1.5676, -1.5142, 2.4956)
H (-1.4068, -2.2310, 0.8865)
H (-3.5385, -0.8806, 0.9507)
H (-2.7573, 0.4187, 1.8281)
H (-2.8661, 2.2850, 0.1897)
H (-1.1613, 1.8750, 0.8079)
H (-1.8777, 1.9477, -2.2008)
H (-1.0189, 3.2288, -1.2177)
H (1.9275, 2.1861, -1.6336)
H (0.9071, 3.2372, -0.5991)
H (2.5421, 1.8903, 0.5906)
H (0.9385, 1.4415, 1.1828)
H (2.5526, -1.6458, 0.3357)
H (2.9342, -0.3974, 1.4089)
H (0.8679, -2.3459, 1.7956)
H (1.0521, -0.8800, 2.7373)
F (0.5310, -3.8219, -2.8518)
B (1.0338, -2.7021, -2.2358)
F (0.6841, -1.5147, -2.9647)
F (2.3494, -2.6503, -1.8548)
F (0.2162, -2.5402, -0.9897)

Properties
LUMO level (spin up / spin down) = -0.0976 / -0.1206 Eh
spin multiplicity = 6
charge = +1
highest occupied orbital energy (spin up / spin down) = -14.379 / -14.887 eV
molar mass = 318.0 Da

***

2.
# C2H4N2O2S

One molecule with the formula C2H4N2O2S (the ωB97M-V functional and the def2-TZVPD basis, OMol25).

Geometry (Å):
C (-0.8794, 0.0221, -0.1600)
C (0.4423, 0.0678, -0.9801)
N (1.5095, 0.4276, -0.0457)
N (-0.5880, 0.9958, 1.1435)
O (-2.0127, 0.1173, -0.6688)
O (-0.7687, -0.9946, 0.9256)
S (0.8484, 0.9715, 1.4799)
H (0.4106, -0.9518, -1.3832)
H (0.4291, 0.8285, -1.7735)
H (2.1927, -0.2279, 0.2367)
H (-1.5838, -1.2562, 1.2255)

Properties
LUMO level (spin up / spin down) = 0.0266 / -0.1262 Eh
spin multiplicity = 3
highest occupied orbital energy (spin up / spin down) = -7.452 / -9.440 eV
molar mass = 120.1 Da
energy relative to the best compared isomer or geometry (same formula, charge and spin) = 1.122 eV

***

3.
# C8H19NO6V

C8H19NO6V as an isolated structure (the ωB97M-V functional and the def2-TZVPD basis, OMol25).

Geometry (Å):
N (0.4530, 2.1893, 1.4217)
C (0.4086, 1.0284, 0.4061)
C (-0.8481, 1.3100, -0.6059)
C (-0.4431, 1.6038, -2.1648)
C (0.7463, 0.6565, -2.7732)
C (0.6590, -0.9278, -2.3626)
O (1.4064, -1.7324, -3.3861)
C (0.0254, -0.3583, 1.2436)
O (1.1930, -1.0336, 1.8331)
C (0.7962, -1.7489, 3.0657)
C (0.2631, -3.2806, 2.8279)
O (-0.2945, -3.5500, 1.4937)
O (-1.5711, -3.2211, 1.4682)
H (-0.3747, 2.1292, 2.0625)
H (1.3370, 2.0712, 1.9877)
H (1.4630, 0.9925, -0.0991)
H (-1.6551, 0.4408, -0.4733)
H (-1.3908, 2.2927, -0.1989)
H (-1.4204, 1.3762, -2.8113)
H (-0.2209, 2.7595, -2.3653)
H (0.6793, 0.6958, -3.9640)
H (1.7734, 1.1676, -2.4831)
H (-0.4391, -1.3316, -2.2067)
H (1.2969, -1.0488, -1.3607)
H (2.2872, -2.0369, -2.9685)
H (-0.8388, -0.1398, 2.0051)
H (-0.4174, -1.1179, 0.4357)
H (0.0149, -1.1827, 3.7278)
H (1.7901, -1.8342, 3.7195)
H (1.1482, -4.0432, 3.0033)
H (-0.5548, -3.4942, 3.6378)
H (-2.1304, -4.0741, 1.5251)
O (-2.6740, 3.7852, -1.3251)
V (-1.7139, 5.1477, -1.8804)
O (-0.7539, 6.5100, -2.4356)

Properties
LUMO level = -0.3511 Eh
charge = +1
highest occupied orbital energy = -12.187 eV
molar mass = 276.2 Da

***

4.
# C13H32IO2P2PtSi

C13H32IO2P2PtSi as an isolated structure (the ωB97M-V functional and the def2-TZVPD basis, OMol25).

Geometry (Å):
C (-0.2270, 0.1069, -7.0843)
C (-0.2184, 0.5518, -5.6295)
H (-0.2226, 0.9755, -7.7487)
H (-1.1081, -0.4982, -7.2787)
H (0.6471, -0.5074, -7.2807)
O (-0.2046, 1.7097, -5.2706)
I (-0.2288, -1.0407, -4.0881)
Pt (-0.1460, 0.2070, -0.1515)
P (2.1190, 0.0214, -0.3500)
C (3.0146, 1.2840, 0.5931)
C (2.7678, -1.5971, 0.1458)
H (3.8433, -1.6151, -0.0781)
H (3.6712, 0.2305, -2.1587)
H (2.2619, -2.3832, -0.4281)
H (2.0878, -0.4489, -2.7040)
H (2.7639, 1.2584, 1.6616)
H (2.6112, -1.7806, 1.2193)
C (2.5819, 0.2983, -2.0702)
H (4.0884, 1.1097, 0.4549)
H (2.2412, 1.2944, -2.3642)
H (2.7553, 2.2675, 0.1918)
P (-2.4985, 0.0344, -0.3608)
C (-3.3714, 1.3192, 0.6175)
C (-2.9766, 0.3597, -2.0673)
H (-2.7081, -2.3794, -0.4002)
H (-4.3023, -1.5749, -0.2122)
H (-3.1971, -1.7197, 1.1964)
C (-3.2475, -1.5659, 0.1064)
H (-2.4923, -0.3899, -2.7119)
H (-4.0678, 0.3116, -2.1740)
H (-4.4622, 1.1856, 0.4824)
H (-3.0697, 2.3101, 0.2415)
H (-2.6192, 1.3602, -2.3465)
H (-3.1060, 1.2282, 1.6850)
C (-0.1779, 2.0123, -0.6977)
O (-0.2652, 3.1459, -0.9204)
C (2.2646, -0.8641, 3.5605)
Si (0.4376, -0.4546, 3.4796)
C (-0.4554, -1.3416, 4.8792)
C (0.1884, 1.3878, 3.6607)
C (-0.2363, -0.8764, 1.7346)
H (2.6714, -0.6115, 4.5502)
H (2.8590, -0.3095, 2.8254)
H (2.4479, -1.9339, 3.3940)
H (-0.0562, -1.0219, 5.8558)
H (-1.5303, -1.1391, 4.8791)
H (-0.3384, -2.4317, 4.8180)
H (0.8463, 1.9505, 2.9902)
H (-0.8461, 1.6651, 3.4147)
H (0.3968, 1.7256, 4.6831)
H (0.1338, -1.8559, 1.3856)
H (-1.3201, -0.9700, 1.8701)

Properties
LUMO level (spin up / spin down) = -0.3745 / -0.5302 Eh
spin multiplicity = 5
charge = +3
highest occupied orbital energy (spin up / spin down) = -16.072 / -18.346 eV
molar mass = 632.4 Da
energy relative to the best compared isomer or geometry (same formula, charge and spin) = 0.000 eV

***

5.
# C10H16F3NO4

A 2-piece molecular cluster, C10H16F3NO4 overall (the ωB97M-V functional and the def2-TZVPD basis, OMol25).

Geometry (Å):
C (2.7790, -1.9612, 0.1444)
C (2.2415, -0.7196, -0.5598)
C (3.3236, 0.3087, -0.9209)
O (2.8156, 1.6300, -0.8779)
C (1.5149, 1.7863, -1.4200)
C (0.4623, 0.9727, -0.6282)
C (-0.4757, 1.7930, 0.2464)
C (-1.8901, 1.2000, 0.2023)
C (-2.4640, 0.8317, -1.1133)
F (-2.4625, 1.7913, -2.0915)
C (-3.0615, -0.3602, -1.3494)
F (-2.4092, -1.5087, -1.3101)
F (-4.3491, -0.5476, -1.5323)
N (1.2452, 0.0360, 0.2596)
H (3.7322, -1.7742, 0.6343)
H (2.9270, -2.7483, -0.5919)
H (2.0552, -2.3549, 0.8597)
H (1.7399, -1.0250, -1.4768)
H (3.7692, 0.0844, -1.8943)
H (4.1139, 0.2742, -0.1705)
H (1.5034, 1.4926, -2.4751)
H (1.2955, 2.8487, -1.3753)
H (-0.0988, 0.3282, -1.3061)
H (-0.4623, 2.8573, 0.0219)
H (-0.1363, 1.7119, 1.2843)
H (-1.9599, 0.3154, 0.8506)
H (-2.5967, 1.9164, 0.6353)
H (0.5940, -0.6272, 0.6927)
H (1.7104, 0.5705, 0.9953)
C (-3.0575, -1.6805, 3.2888)
O (-4.1504, -2.2106, 3.5042)
O (-2.6127, -1.8410, 1.9024)
O (-2.2633, -1.0389, 3.9784)
H (-3.3729, -2.3515, 1.5929)

Properties
LUMO level = -0.0171 Eh
highest occupied orbital energy = -7.085 eV
molar mass = 271.2 Da
energy relative to the best compared isomer or geometry (same formula, charge and spin) = 5.966 eV